This record from OMol25 describes a single C4H6O molecule at a distorted geometry. The level of theory is the ωB97M-V functional and the def2-TZVPD basis.

Calculated values
* energy: -231.138951 Eh
* HOMO energy: -0.3422 hartree
* charge: 0
* LUMO level: 1.14 eV

Geometry (Å):
C  -1.2975  -0.8182  0.7680
C  -0.8564  -0.7664  -0.4761
C  0.2083  0.1127  -0.7694
C  0.5465  1.2675  0.1729
O  1.3536  0.0755  0.1876
H  -0.6109  -0.4862  1.4527
H  -2.1951  -1.4586  1.0520
H  -1.3967  -1.3007  -1.2700
H  0.5906  0.0806  -1.8379
H  0.2097  1.6337  1.1524
H  0.9681  2.1540  -0.2228

***

This record from OMol25 describes a molecular structure, C6H9NO at a distorted geometry. The level of theory is the ωB97M-V functional and the def2-TZVPD basis.

Calculated values
* energy: -363.745247 Eh
* HOMO energy: -0.2969 hartree
* charge: 0
* LUMO level: 0.94 eV

Geometry (Å):
C  0.1672  1.3605  0.1491
C  -1.0530  0.6684  -0.3204
C  -1.3672  -0.6059  0.6116
C  -0.6187  -1.2234  -0.4587
C  0.9622  -0.8983  0.0373
C  1.1694  0.5296  -0.5133
H  0.0995  1.1876  1.2810
H  0.3798  2.4466  -0.1170
H  -1.9849  1.3909  -0.3126
H  -2.4127  -0.6246  0.4953
H  -1.3261  -0.6534  1.7904
H  -0.5017  -2.2721  -0.9894
H  0.9723  -0.8932  1.0969
H  3.0369  -0.5647  0.5332
H  1.0081  0.6807  -1.5012
N  2.3181  -0.3898  -0.3225
O  -0.8493  -0.1389  -1.4597